DFT (wB97M-V/def2-TZVPD) results for C4H8N2 in the gas phase.

Output
SMILES = CCNCC#N
Strongest force on any atom = 0.02315 hartree/bohr
E_tot = -7257.021 eV
Energy above the lowest of the compared OMol25 structures with the same formula, charge and spin = 0.854 eV
HOMO level = -9.762 eV

Structure (ORCA input):
```
! RIJCOSX wB97M-V def2-TZVPD def2/J DEFGRID3
* xyz 0 1
C -1.36 1.30 -0.60
C -0.82 0.16 0.24
N 0.19 -0.43 -0.63
C 1.19 -1.27 -0.01
C 1.77 -0.74 1.25
N 2.18 -0.31 2.25
H -1.97 1.98 0.00
H -1.97 0.86 -1.39
H -0.48 1.78 -1.10
H -0.43 0.46 1.22
H -1.70 -0.48 0.40
H 0.58 0.38 -1.13
H 2.01 -1.42 -0.72
H 0.79 -2.27 0.21
*
```

How positive or negative is each atom? The Mulliken charges in e answer that: -1.09, -0.31, -0.31, -0.56, 0.36, -0.41, 0.34, 0.28, 0.31, 0.36, 0.20, 0.25, 0.33, 0.25